{"formula": "C21H19AlBrClF3N7O3S3Se", "method": "wB97M-V/def2-TZVPD", "elements": ["Br", "Se", "Cl", "S", "S", "S", "Al", "F", "F", "F", "O", "O", "O", "N", "N", "N", "N", "N", "N", "N", "C", "C", "C", "C", "C", "C", "C", "C", "C", "C", "C", "C", "C", "C", "C", "C", "C", "C", "C", "C", "C", "H", "H", "H", "H", "H", "H", "H", "H", "H", "H", "H", "H", "H", "H", "H", "H", "H", "H", "H"], "xyz": [[-6.78958, -0.95026, 0.94143], [2.80050, -1.33043, 2.60069], [-1.86995, 4.17293, -1.25244], [0.98548, -1.51380, -3.32483], [-1.00552, 1.63368, 4.39658], [-0.00456, -0.08324, 4.31168], [-0.12429, -0.74150, 1.13965], [-0.45520, -3.63117, 0.05452], [-1.25068, -3.32044, 2.03720], [0.89246, -3.52587, 1.75149], [1.44930, 0.15533, 4.28009], [-0.42417, -1.03650, 5.30091], [-0.30208, -0.74548, 2.92522], [-0.66831, -0.30612, -1.83219], [4.35255, -0.87752, 2.02042], [-0.15204, 1.33689, 0.91162], [0.11993, -1.05406, -0.96896], [1.92321, -0.57705, 1.24439], [-2.16341, -0.70410, 0.88233], [1.93752, -2.57395, -1.05713], [-0.10631, 4.12026, 0.82123], [0.61885, 3.43129, 1.75871], [-2.81303, -1.61525, 0.14247], [0.56516, 2.04144, 1.78700], [2.84838, 0.03439, 0.46691], [-4.26218, 0.08558, 1.69986], [5.27131, 0.42571, 0.18148], [-1.08046, 0.24092, -4.19416], [4.99636, 1.16146, -0.92954], [-0.24606, -2.90106, 1.23081], [-4.18572, -1.72390, 0.13174], [-1.96560, -0.73160, -4.98439], [-0.35875, -0.42970, -3.06865], [3.65573, 1.37061, -1.35044], [1.03095, -1.76079, -1.61547], [2.59419, 0.83304, -0.68032], [-2.88249, 0.11993, 1.66004], [-0.90197, 3.38199, -0.04955], [4.19650, -0.14719, 0.90358], [-0.92040, 2.01727, 0.03325], [-4.91303, -0.84891, 0.92095], [-0.08561, 5.20116, 0.75913], [-2.48791, -0.20331, -5.78218], [-0.35149, 0.70418, -4.86101], [2.46762, -3.19518, -1.64059], [-4.80046, 0.76462, 2.34403], [5.80556, 1.60911, -1.49281], [6.28518, 0.27985, 0.53022], [1.19953, 1.49369, 2.47091], [-1.54415, 1.43266, -0.62364], [-1.68228, 1.03562, -3.75453], [-4.67023, -2.48258, -0.46368], [-2.20579, -2.27520, -0.46378], [3.46849, 1.98830, -2.22030], [1.83196, -2.83209, -0.08578], [1.20498, 3.94017, 2.51136], [-1.37124, -1.52683, -5.43742], [-2.32991, 0.78900, 2.31614], [-2.70963, -1.19045, -4.33187], [1.58282, 1.03444, -1.00243]], "forces_ev_per_angstrom": [[-0.047, -0.003, -0.002], [-0.323, -0.254, 0.264], [0.019, -0.035, 0.047], [-0.038, -0.042, -0.072], [0.053, -0.187, -0.126], [-0.119, -0.292, -0.014], [-0.208, -0.578, 0.169], [-0.018, 0.100, 0.057], [0.119, 0.058, -0.083], [-0.005, 0.140, -0.126], [0.084, 0.310, 0.017], [-0.016, 0.124, 0.029], [0.003, 0.320, -0.219], [0.114, -0.136, 0.201], [0.014, -0.037, -0.158], [-0.200, 0.049, -0.090], [0.050, 0.366, -0.428], [0.261, -0.046, -0.021], [-0.147, -0.083, -0.059], [-0.011, 0.189, 0.069], [-0.043, 0.127, -0.024], [0.028, 0.021, 0.192], [0.113, 0.219, -0.090], [0.438, 0.038, -0.107], [0.016, 0.047, -0.025], [0.012, 0.087, 0.045], [0.035, 0.072, -0.029], [-0.046, -0.143, -0.011], [0.018, 0.042, -0.078], [0.003, 0.033, 0.182], [-0.015, -0.031, -0.005], [0.055, 0.053, 0.073], [0.094, -0.071, 0.098], [-0.014, -0.013, 0.026], [-0.159, -0.021, 0.157], [0.084, -0.012, 0.012], [0.174, -0.174, 0.093], [-0.017, 0.155, -0.029], [-0.079, 0.135, -0.093], [-0.042, -0.360, 0.040], [-0.071, -0.047, -0.034], [-0.001, -0.049, 0.022], [0.026, -0.017, 0.030], [0.010, 0.045, 0.005], [-0.002, -0.014, -0.001], [0.008, -0.006, 0.017], [-0.046, -0.003, 0.003], [-0.049, -0.041, 0.031], [-0.171, -0.021, 0.122], [0.026, -0.019, -0.030], [0.001, 0.024, 0.012], [-0.005, 0.007, -0.026], [-0.008, 0.032, 0.088], [0.018, -0.007, 0.009], [-0.022, -0.064, -0.024], [0.026, -0.004, -0.078], [-0.023, 0.008, 0.006], [0.009, 0.019, -0.016], [0.024, 0.009, -0.020], [0.010, -0.019, 0.002]], "e_above_lowest_kj_mol": 23.02, "lumo_ev": -1.2, "homo_lumo_gap_ev": 6.04}


{"formula": "C21H19BrN3O2Se3Te2Ti", "method": "wB97M-V/def2-TZVPD", "elements": ["Te", "Te", "Br", "Se", "Se", "Se", "Ti", "O", "O", "N", "N", "N", "C", "C", "C", "C", "C", "C", "C", "C", "C", "C", "C", "C", "C", "C", "C", "C", "C", "C", "C", "C", "C", "H", "H", "H", "H", "H", "H", "H", "H", "H", "H", "H", "H", "H", "H", "H", "H", "H", "H", "H"], "xyz": [[1.08856, 0.63661, 3.69124], [1.47942, -1.44551, 1.99378], [3.25264, -1.11291, -2.02749], [0.33342, 2.33181, 1.98358], [-0.74687, -1.46435, 0.90379], [-1.49907, 2.47256, -1.97073], [0.48067, 0.58074, 0.11730], [2.39576, 0.87860, 0.16229], [1.20675, 1.91929, -1.25977], [-1.42595, 1.43330, -0.47213], [0.48065, -0.71182, -1.95843], [-3.01753, 3.21548, -1.53169], [6.25479, 6.07629, -0.83621], [3.32566, 2.94019, -0.68295], [-4.89684, 2.63042, 1.49015], [-0.74191, -0.82603, -2.51610], [4.83643, 1.66224, 1.00371], [-3.39043, 2.73028, -0.36514], [0.12561, -1.45835, -4.62609], [-2.88369, 1.21832, 1.51843], [2.31403, 1.91099, -0.61415], [5.42278, 3.86072, 0.03217], [-2.52065, 1.74933, 0.23977], [4.49988, 2.82521, 0.09573], [1.88326, 4.28191, -2.36830], [5.22878, 4.97901, -0.76661], [-4.59566, 3.16473, 0.29462], [-0.96992, -1.18303, -3.82454], [1.38538, -1.40201, -4.06647], [-4.02727, 1.65045, 2.09476], [4.06862, 5.06059, -1.52963], [3.10775, 4.06753, -1.51002], [1.51010, -1.03765, -2.73540], [-1.57281, -0.62870, -1.85552], [4.77610, 0.70369, 0.49288], [-4.30366, 1.24970, 3.06213], [6.83754, 5.98890, -1.75568], [6.32693, 3.78985, 0.62582], [2.00122, 5.19859, -2.94120], [-2.24718, 0.50053, 2.00725], [0.98471, 4.37429, -1.75731], [6.94447, 6.03576, 0.00490], [3.90916, 5.93073, -2.15626], [5.77858, 7.05650, -0.84635], [-5.21947, 3.90334, -0.18902], [2.26961, -1.64798, -4.63458], [-1.98277, -1.24927, -4.19627], [1.71819, 3.45896, -3.06215], [4.15595, 1.60436, 1.85333], [5.85104, 1.79441, 1.37511], [-5.79402, 2.93559, 2.01176], [0.00104, -1.73511, -5.66497]], "forces_ev_per_angstrom": [[0.039, 0.002, 0.114], [-0.191, 0.324, -0.232], [0.039, 0.047, 0.120], [-0.133, -0.595, -0.263], [-0.111, 0.185, 0.086], [0.308, -0.038, -0.105], [0.022, -0.722, 0.704], [0.689, 0.406, -0.186], [-0.234, 0.257, 0.090], [-0.596, 0.940, -0.221], [0.005, 0.163, -0.129], [0.196, -0.308, 0.018], [-0.054, -0.062, 0.034], [-0.163, -0.166, -0.065], [0.122, -0.256, 0.272], [-0.007, -0.014, 0.253], [-0.013, 0.140, -0.121], [-0.427, 0.229, 0.110], [0.020, -0.029, -0.115], [0.124, 0.101, -0.247], [0.087, -0.374, -0.065], [0.004, -0.073, 0.010], [0.028, -0.403, 0.181], [0.179, 0.002, 0.117], [0.075, -0.042, 0.080], [0.077, 0.116, -0.034], [0.267, -0.052, -0.253], [-0.005, -0.013, 0.019], [-0.016, -0.057, -0.143], [-0.335, 0.180, 0.086], [0.016, 0.004, -0.005], [-0.051, 0.193, -0.132], [0.002, -0.031, -0.014], [-0.037, 0.022, 0.022], [0.009, 0.005, -0.070], [-0.005, 0.019, -0.014], [-0.004, -0.016, 0.009], [-0.025, -0.002, -0.010], [0.014, 0.022, -0.002], [0.016, -0.016, 0.015], [0.014, -0.002, 0.004], [-0.002, -0.024, -0.006], [0.010, -0.017, 0.017], [-0.014, -0.012, -0.003], [0.049, -0.009, -0.040], [-0.004, -0.001, -0.005], [0.025, 0.006, 0.012], [0.019, -0.005, -0.001], [-0.039, 0.050, 0.015], [-0.030, -0.024, 0.043], [0.028, -0.043, 0.030], [0.012, -0.004, 0.022]], "charge": 1, "e_above_lowest_kj_mol": 0.00, "lumo_ev": -4.3, "homo_lumo_gap_ev": 6.00}


{"formula": "C21H19Cl36FO4", "method": "wB97M-V/def2-TZVPD", "elements": ["Cl", "Cl", "Cl", "Cl", "Cl", "Cl", "Cl", "Cl", "Cl", "Cl", "Cl", "Cl", "Cl", "Cl", "Cl", "Cl", "Cl", "Cl", "Cl", "Cl", "Cl", "Cl", "Cl", "Cl", "Cl", "Cl", "Cl", "Cl", "Cl", "Cl", "Cl", "Cl", "Cl", "Cl", "Cl", "Cl", "F", "O", "O", "O", "O", "C", "C", "C", "C", "C", "C", "C", "C", "C", "C", "C", "C", "C", "C", "C", "C", "C", "C", "C", "C", "C", "H", "H", "H", "H", "H", "H", "H", "H", "H", "H", "H", "H", "H", "H", "H", "H", "H", "H", "H"], "xyz": [[-6.27024, -2.58945, 0.68435], [-4.17019, 0.17979, 1.08934], [1.93530, -8.60050, -3.82386], [-4.77141, 7.79957, -3.65323], [4.62824, -5.89342, -2.25390], [5.58710, 2.97660, 2.81156], [-7.77141, -4.62296, -0.76309], [3.66530, -6.80345, 0.34002], [-1.57736, 4.10061, -0.74084], [0.90065, 0.42617, -2.87836], [1.23463, 3.77543, -1.42694], [-3.24715, -7.31890, -2.86454], [-1.45142, 7.23603, -2.66173], [-5.86196, 1.82483, 2.79683], [-0.02739, 0.28334, 5.89239], [3.28095, -4.03081, -0.46524], [4.34452, -7.45842, -4.99645], [-4.20179, -7.97144, -0.19122], [-0.73084, 7.83215, 4.13264], [2.97697, 1.12190, -4.79891], [-2.47894, -5.65845, -0.59817], [-7.01655, 0.42166, 0.52051], [6.47103, 2.15378, 0.16104], [-1.75024, -2.02966, 6.29935], [-8.67946, -3.73152, 1.85695], [1.53606, 8.81983, 2.59336], [0.19609, 2.63051, 1.04172], [-5.67946, 8.69101, -1.03320], [0.56320, 7.14540, -0.56008], [1.09686, 5.95310, 2.86280], [0.17906, 1.14067, -5.60831], [-3.27024, 9.83308, -2.20579], [-0.79561, -1.37711, 3.62603], [3.70609, 2.96423, 0.58773], [2.84335, -9.49194, -6.44390], [0.26483, 9.54143, -2.18909], [7.31782, -0.96518, -0.39083], [2.04399, -0.83010, 0.00296], [7.62649, -3.13520, 0.61774], [2.73800, -1.96937, 2.11490], [4.47518, -1.14222, 0.57388], [-2.85958, -7.30336, -1.13563], [5.40685, -1.92242, 1.40282], [0.69883, -1.31624, 0.34751], [0.94916, 7.53008, 3.65710], [-0.40803, -1.36157, 5.35493], [-2.29108, -2.43364, 1.14164], [-1.92538, -0.83969, 1.38335], [4.34897, -5.44122, -0.56354], [-0.57920, 8.17605, -1.43887], [3.06580, -1.36816, 0.96161], [0.28204, -2.89498, 0.08898], [-7.88049, -3.24920, 0.35076], [-0.43042, -0.26127, 0.98257], [2.73427, -8.11817, -5.33004], [-1.20842, -3.48676, 0.47161], [-4.88049, 9.17334, -2.53938], [-5.58044, 1.25122, 1.14420], [5.11822, 2.16998, 1.30525], [1.31222, 1.43228, -4.27762], [0.07186, 3.97553, -0.10505], [6.81963, -2.04529, 0.51813], [-1.50413, -4.63065, 0.30969], [5.72566, -1.37388, 2.41247], [-1.97921, -7.93074, -0.97440], [1.23380, 2.48168, -3.98224], [0.47234, -1.98895, 5.51617], [4.85089, 1.13585, 1.53712], [5.07733, -3.02456, 1.62016], [5.30987, -5.17755, -0.11432], [-2.73836, -0.13189, 1.85386], [0.30814, 4.90223, 0.42414], [-1.30636, 8.57099, -0.72479], [-5.37980, 2.11741, 0.50850], [-3.35333, -2.80655, 1.46128], [2.13362, -7.33753, -5.80382], [-0.16883, 0.88786, 1.14597], [1.56603, 7.52037, 4.55934], [-8.48114, -2.46856, -0.12302], [1.09024, -3.59704, -0.39170], [-5.48114, 9.95398, -3.01316]], "forces_ev_per_angstrom": [[-0.099, -0.606, -0.050], [-3.200, 1.467, -1.075], [0.072, 0.100, -0.166], [-0.111, 0.201, 0.080], [-0.096, 0.157, 0.481], [-0.050, -0.122, -0.085], [-0.041, 0.194, 0.093], [0.095, 0.216, -0.088], [0.269, -0.027, 0.168], [0.036, 0.158, -0.176], [-0.158, 0.104, 0.206], [0.106, -0.003, 0.212], [0.377, -0.078, 0.189], [0.091, -0.057, -0.228], [0.019, -0.106, -0.012], [0.532, -0.348, -0.138], [-0.176, -0.149, -0.281], [0.201, 0.058, -0.091], [0.229, -0.054, -0.033], [-0.166, 0.089, 0.072], [-1.342, -1.857, -1.413], [-0.089, 0.702, -0.034], [-0.230, -0.037, 0.194], [0.121, 0.023, -0.007], [0.058, 0.104, -0.191], [-0.034, -0.150, 0.198], [0.412, 2.075, -0.037], [0.075, 0.086, -0.187], [-0.040, 0.408, -0.122], [0.064, 0.038, 0.179], [0.105, 0.089, 0.134], [-0.447, 0.359, -0.047], [0.400, -0.064, 1.443], [0.264, -0.224, 0.101], [-0.033, 0.209, 0.121], [-0.113, -0.143, 0.144], [-2.140, -3.102, 3.051], [1.612, -2.377, 3.065], [-6.139, 8.042, -0.656], [2.388, 3.902, -7.564], [-3.366, -1.129, 1.413], [-0.221, -0.381, -0.121], [1.778, 0.150, -0.207], [-4.867, -1.499, 1.265], [-0.010, 0.149, 0.016], [0.182, -0.263, -0.084], [3.572, 1.345, -1.244], [4.092, -3.503, -2.349], [0.306, -0.177, -0.115], [-0.140, -0.077, -0.093], [-1.666, -2.096, 4.809], [-2.272, 2.300, 1.270], [0.059, -0.001, 0.017], [-0.623, -4.272, -0.806], [-0.063, 0.035, -0.036], [1.267, 5.331, 1.295], [-0.047, -0.028, -0.011], [-0.495, 0.122, -0.150], [0.031, 0.002, -0.052], [-0.027, -0.022, 0.119], [-0.110, 0.200, -0.161], [5.391, -5.317, -0.476], [2.019, 3.919, 1.444], [-0.924, -1.100, -2.224], [-0.291, 0.245, -0.049], [0.006, -0.365, -0.113], [-0.288, 0.232, 0.022], [0.073, 0.377, -0.123], [0.497, 2.309, -0.546], [-0.289, -0.072, -0.128], [3.895, -2.021, -0.006], [-0.138, -0.421, -0.184], [0.256, -0.155, -0.229], [-0.061, -0.295, 0.212], [2.282, 0.728, -0.683], [0.219, -0.274, 0.175], [-0.897, -4.289, -0.452], [-0.214, -0.032, -0.329], [0.203, -0.255, 0.159], [-2.168, 1.595, 1.140], [0.232, -0.273, 0.169]], "e_above_lowest_kj_mol": 1066.32, "lumo_ev": -0.5, "homo_lumo_gap_ev": 7.99}